(1)
# C4H8N

A cluster of 2 separate species, C4H8N in total in a non-equilibrium geometry (ωB97M-V/def2-TZVPD, the OMol25 dataset).

The total energy comes out at -211.5753 Ha. As for the maximum force: 6.2 eV Å⁻¹. The value obtained for the energy relative to the best compared isomer or geometry (same formula, charge and spin) is 2.608 eV. The HOMO-LUMO gap comes out at 8.091 eV.

The geometry in ORCA input format:
```
! wB97M-V def2-TZVPD RIJCOSX def2/J DEFGRID3
* xyz 1 1
H 0.3251 1.2908 -0.5439
H -2.4038 -0.7188 -1.3754
C 1.2313 1.2106 0.0899
H -1.5268 -0.6255 1.5943
H 0.9909 1.1654 1.2215
C 2.3736 -0.9794 -0.1990
H 1.9782 2.0124 -0.1254
H -0.4804 -0.8955 0.1395
H 2.8321 -1.8805 -0.5928
C -2.3865 -0.2733 -0.3714
H -3.3240 0.2564 -0.2180
N 1.8262 0.0346 -0.1449
C -1.4357 -0.5971 0.5257
*
```

Here are the Mulliken charges for atoms 1 to 6, given in e: H 0.301; H 0.233; C -0.650; H 0.281; H 0.377; C 0.133

(2)
# C4H10N3

A structure of composition C4H10N3 in a non-equilibrium geometry (ωB97M-V/def2-TZVPD, the OMol25 dataset).

The total energy comes out at -322.3107 Ha. As for the maximum force: 5.7 eV Å⁻¹. The value obtained for the energy relative to the best compared isomer or geometry (same formula, charge and spin) is 4.078 eV. The HOMO-LUMO gap comes out at 9.042 eV.

The geometry in ORCA input format:
```
! wB97M-V def2-TZVPD RIJCOSX def2/J DEFGRID3
* xyz 1 1
H -2.9130 0.7360 0.7091
H 2.4406 -1.6804 0.3560
H -0.4367 -0.4275 -1.7141
H 1.8054 -0.5706 1.6450
N -2.5271 -0.1409 0.4200
H -3.1794 -1.0847 0.4324
H -0.4849 -1.9384 -0.5169
H -0.5859 1.9168 0.8852
H 1.3392 1.6128 -1.1338
H 1.7185 -0.4909 -1.1502
N -0.4867 1.6184 -0.0684
C 0.8653 1.2042 -0.1381
H 1.3858 1.5998 0.6741
C 1.0911 -0.3555 -0.2820
C -1.3867 -0.0727 -0.1548
N 1.6971 -1.0681 0.7993
C -0.3427 -0.8582 -0.7628
*
```

Here are the Mulliken charges for atoms 1 to 6, given in e: H 0.290; H 0.278; H 0.336; H 0.217; N -0.325; H 0.352

(3)
# CH4FNO2

A cluster of 2 separate species, CH4FNO2 in total in a non-equilibrium geometry (ωB97M-V/def2-TZVPD, the OMol25 dataset).

The structure (SMILES) is O=C(O)NF.[H][H]. The total energy comes out at -345.4934 Ha. As for the maximum force: 5.2 eV Å⁻¹. The value obtained for the energy relative to the best compared isomer or geometry (same formula, charge and spin) is 3.997 eV. The HOMO-LUMO gap comes out at 11.360 eV.

The geometry in ORCA input format:
```
! wB97M-V def2-TZVPD RIJCOSX def2/J DEFGRID3
* xyz 0 1
H -1.4960 3.0014 -0.2368
H -1.1803 -0.7710 -1.7008
O -1.6353 -0.0707 -1.2639
H -1.1623 -1.2811 1.6312
C -1.5593 -0.0133 0.0585
F -0.4448 -2.1668 0.1282
N -0.9641 -1.0154 0.7675
O -2.0208 0.9323 0.6597
H -2.0197 2.8854 -0.7687
*
```

Here are the Mulliken charges for atoms 1 to 6, given in e: H -0.008; H 0.338; O -0.409; H 0.239; C 0.628; F -0.226

(4)
# C2ClF3S2

A cluster of 2 separate species, C2ClF3S2 in total in a non-equilibrium geometry (ωB97M-V/def2-TZVPD, the OMol25 dataset).

The total energy comes out at -1632.2446 Ha. As for the maximum force: 1.3 eV Å⁻¹. The value obtained for the energy relative to the best compared isomer or geometry (same formula, charge and spin) is 2.754 eV. The HOMO-LUMO gap (alpha / beta) comes out at 6.856 / 4.654 eV.

The geometry in ORCA input format:
```
! wB97M-V def2-TZVPD RIJCOSX def2/J DEFGRID3
* xyz 0 1
F 0.4784 0.4537 0.5150
F 1.3534 1.0014 -1.4360
Cl -1.5662 -1.4770 0.4583
C -2.4640 -0.2303 0.7699
S 1.1514 -1.4959 -0.9566
F 2.6331 0.4347 0.1146
S -3.0086 1.1842 0.9688
C 1.4226 0.1291 -0.4340
*
```

Here are the Mulliken charges for atoms 1 to 6, given in e: F -0.239; F -0.218; Cl 0.077; C 0.578; S -0.381; F -0.228

(5)
# C29H35BeCl3N4O2P2

A structure of composition C29H35BeCl3N4O2P2 in a non-equilibrium geometry (ωB97M-V/def2-TZVPD, the OMol25 dataset).

The total energy comes out at -3573.5761 Ha. As for the maximum force: 2.6 eV Å⁻¹. The value obtained for the energy relative to the best compared isomer or geometry (same formula, charge and spin) is 0.000 eV. The HOMO-LUMO gap comes out at 8.894 eV.

The geometry in ORCA input format:
```
! wB97M-V def2-TZVPD RIJCOSX def2/J DEFGRID3
* xyz 0 1
H -1.6314 1.0480 -5.7980
C 1.4345 1.1278 -1.1229
H -0.6673 3.8822 -1.2902
H -0.1013 -1.1855 -3.0207
Be 0.4445 -0.0544 0.5883
H 1.7427 -0.9337 -1.5880
H -2.2934 4.2880 -8.6422
H 2.5256 0.1616 -6.3317
H -0.8384 1.7181 -3.3793
H 0.8218 2.5867 -2.6520
C 2.2311 -3.7497 -9.0695
C -0.3088 2.9513 -0.8167
C -1.2630 0.5149 3.7436
C 0.4485 -0.2016 -9.9475
Cl -0.0168 -0.1510 4.8318
C 3.5508 0.2844 -9.4344
C -1.6375 0.9215 -1.5249
H 2.2514 1.1635 -0.3856
C 1.1656 -0.0268 -1.7970
C 4.0668 1.3298 -7.4831
H 0.7421 0.0933 -3.9011
C 3.0561 0.4224 -7.2348
P -1.6896 -0.6285 -8.1908
H 4.5251 1.9945 -6.7608
H -2.0331 2.0706 0.1999
H -1.2692 -1.4988 -10.3558
H -1.6044 0.2290 -10.5613
C -3.8540 -2.3006 -8.3234
O 0.3632 1.5670 2.2743
H 1.7511 3.2064 -1.2891
C -4.3162 -0.3171 -9.3003
C -5.3814 -1.1696 -9.5653
O -0.8993 -0.0471 1.3548
C -1.0613 -0.4987 -9.9423
N 2.0479 -2.4502 -9.5675
H 2.2817 -1.5924 -11.5277
C -2.1673 2.1008 -8.8380
H -2.2922 0.0931 -1.2175
H 1.9970 -3.9597 -8.0419
Cl -1.8853 2.0568 4.3199
Cl -2.5923 -0.6598 3.5717
N -3.3739 -0.9952 -8.5178
C -1.4112 1.9390 -0.6905
H 2.5261 -1.1286 0.5227
H 1.7041 -1.4451 2.0596
C -1.9639 3.0458 -6.7840
C 0.9586 2.4908 -1.5638
H 0.8625 -0.3969 -10.9455
H 5.1284 1.8288 -9.4083
C 2.6800 -4.5728 -10.0956
H 2.9091 -5.6233 -10.0210
C 0.2270 -0.1355 -2.9501
N 2.7369 -0.2438 -8.4280
C -2.1707 3.3222 -8.1754
H -4.1619 0.7068 -9.5928
C -5.0794 -2.4300 -8.9449
H 1.1714 -2.2516 0.5771
H -3.2578 -2.9942 -7.7528
C -0.5656 0.7529 2.3586
C -1.8310 1.6698 -6.6540
C -1.0384 0.7537 -2.8882
C 1.5470 -1.3008 0.9834
H 3.0540 -4.0932 -12.2671
H -6.2643 -0.9343 -10.1441
N -1.9707 1.0747 -7.9141
H -5.6914 -3.3226 -8.9711
H 3.4683 -0.0680 -10.4495
H -1.9102 3.7747 -5.9895
H 0.6463 0.8561 -9.7091
H -1.7990 0.2542 -3.5099
P 1.2756 -1.1882 -8.5994
C 2.3764 -2.4756 -10.9229
C 2.7654 -3.7658 -11.2810
H -2.2619 1.8892 -9.8880
H -0.0068 3.2300 0.2068
C 4.3857 1.2454 -8.8799
*
```

Here are the Mulliken charges for atoms 1 to 6, given in e: H 0.275; C -0.426; H 0.403; H 0.421; Be 0.240; H 0.586

Question: Look up the maximum force of the second one.
Answer: 5.7 eV Å⁻¹